# 1
A structure of composition C34H48HfN4P2. Source: the OMol25 dataset; level of theory: wB97M-V/def2-TZVPD.

```
89
Properties=species:S:1:pos:R:3:forces:R:3:lowdin_charge:R:1
Hf 0.24588 0.03479 0.77145 0.14 0.14 0.87 1.632
C -0.94272 -0.58535 -2.57855 -0.13 0.11 0.20 -0.339
C -1.61823 0.76417 -2.31622 0.00 -0.08 -0.04 -0.367
P -0.81432 1.83430 -1.07288 0.14 -0.28 -0.56 0.954
C 0.75405 2.41466 -1.72398 0.10 0.16 0.12 -0.437
C 1.04994 2.51893 -3.08093 0.03 -0.07 0.00 -0.041
C 2.26683 3.06817 -3.47486 0.07 0.01 -0.01 -0.004
C 3.16641 3.54560 -2.52516 -0.01 -0.02 -0.04 -0.003
C 2.86373 3.47341 -1.16562 0.06 0.01 0.03 -0.041
C 1.66674 2.89486 -0.77064 -0.06 0.15 -0.21 -0.192
C -1.85994 3.29852 -0.97800 -0.12 -0.18 0.56 -0.370
C -3.25410 3.13975 -0.95749 0.02 0.02 0.04 -0.088
C -4.06992 4.25759 -0.99082 -0.08 -0.04 0.04 -0.029
C -3.50807 5.53022 -1.01140 0.03 0.04 -0.01 -0.005
C -2.12674 5.68938 -0.99444 0.03 -0.02 0.04 -0.021
C -1.29359 4.57920 -0.96463 -0.14 0.02 -0.07 -0.063
P -0.90510 -1.63266 -1.05917 0.36 0.03 -0.56 0.961
C 0.56933 -2.65889 -1.10742 -0.03 -0.17 0.27 -0.444
C 1.14974 -2.95154 0.13469 -0.04 -0.02 -0.19 -0.187
C 2.17041 -3.88801 0.24635 0.01 0.00 0.11 -0.055
C 2.63236 -4.51418 -0.90431 -0.01 -0.05 -0.14 -0.009
C 2.08035 -4.20808 -2.15065 0.01 -0.02 0.08 0.002
C 1.03436 -3.29686 -2.25541 0.17 0.00 -0.03 -0.037
C -2.28094 -2.78310 -1.17551 -0.16 0.20 0.46 -0.365
C -2.10684 -4.11664 -0.78896 -0.12 -0.04 -0.08 -0.072
C -3.15913 -5.00985 -0.94972 0.06 0.03 0.07 -0.024
C -4.37787 -4.57204 -1.45387 -0.01 -0.03 -0.01 -0.006
C -4.55460 -3.23844 -1.81082 -0.05 0.05 0.01 -0.026
C -3.51447 -2.33672 -1.66166 -0.04 -0.01 -0.05 -0.084
H 0.06863 -0.47207 -2.97250 0.05 0.03 -0.01 0.081
H -1.51535 -1.12969 -3.32845 0.00 -0.07 -0.10 0.113
H -2.63058 0.59632 -1.94654 -0.07 0.07 -0.02 0.063
H -1.72927 1.34616 -3.22988 0.00 0.03 -0.14 0.115
H 0.34074 2.19560 -3.83668 0.07 0.01 0.05 0.123
H 2.50638 3.14128 -4.53030 -0.03 0.02 0.09 0.137
H 4.10209 3.99215 -2.84400 -0.08 -0.02 0.01 0.137
H 3.54604 3.89037 -0.43191 -0.03 -0.06 -0.07 0.131
H 1.41010 2.86320 0.28935 -0.02 0.08 0.12 0.091
H -3.71310 2.15693 -0.93593 0.01 0.05 -0.03 0.102
H -5.14687 4.13648 -1.00589 0.07 0.02 0.01 0.131
H -4.15163 6.40198 -1.03941 0.05 -0.05 -0.02 0.136
H -1.69185 6.68155 -1.01373 -0.04 -0.05 0.01 0.132
H -0.22267 4.72503 -0.96824 0.03 -0.01 -0.04 0.104
H 0.75788 -2.48897 1.04791 0.02 -0.13 0.10 0.051
H 2.59254 -4.14595 1.21265 -0.03 0.04 -0.09 0.133
H 3.42509 -5.25083 -0.83091 -0.07 0.04 -0.03 0.139
H 2.44685 -4.70626 -3.04080 -0.01 0.01 0.06 0.138
H 0.57740 -3.10982 -3.22236 0.03 -0.02 0.06 0.132
H -1.15976 -4.47762 -0.40786 0.01 0.00 -0.04 0.107
H -3.01997 -6.05258 -0.68974 -0.03 0.07 0.01 0.131
H -5.19528 -5.27409 -1.57288 0.06 0.04 -0.02 0.136
H -5.50307 -2.90256 -2.21170 0.04 -0.03 0.03 0.131
H -3.66683 -1.30281 -1.95407 -0.01 -0.08 -0.01 0.098
N -0.71342 1.79035 2.17284 0.10 -0.41 -0.48 -0.082
C -1.72723 1.57214 3.27506 0.09 -0.08 0.09 -0.182
C -1.15716 0.84077 4.48996 -0.03 -0.03 -0.03 -0.162
C -1.57784 -0.61827 4.61121 -0.06 0.07 0.06 -0.173
C -0.87111 -1.60226 3.71044 -0.04 -0.09 -0.04 -0.184
N -1.11016 -1.34253 2.22800 0.48 0.39 -0.18 -0.066
H 0.00545 2.38983 2.57611 0.14 0.04 0.01 0.106
H -1.17627 2.40503 1.50304 -0.05 0.16 -0.06 0.046
H -2.57318 1.03508 2.84674 -0.04 0.03 -0.03 0.117
H -2.09543 2.55121 3.57036 -0.01 0.11 -0.07 0.139
H -1.50501 1.35892 5.38177 0.03 0.04 0.03 0.138
H -0.06217 0.92523 4.51541 -0.11 0.08 0.10 0.104
H -2.66265 -0.69861 4.46721 0.07 -0.02 0.03 0.140
H -1.39510 -0.95304 5.63299 -0.01 -0.04 0.02 0.144
H -1.24579 -2.59883 3.93608 0.04 -0.09 -0.09 0.141
H 0.20198 -1.61365 3.89497 0.02 -0.01 -0.01 0.101
H -2.08131 -1.03830 2.15298 -0.12 0.06 -0.11 0.102
H -1.12552 -2.25605 1.78122 -0.10 -0.16 -0.11 0.065
N 1.82111 0.11432 2.57840 -0.04 0.05 -0.52 -0.064
C 3.26833 0.45514 2.29582 -0.06 -0.08 0.02 -0.180
C 3.97239 -0.72431 1.63389 0.09 0.00 0.10 -0.162
C 4.48649 -0.41431 0.23644 0.02 0.05 -0.05 -0.162
C 3.49873 -0.82992 -0.82124 -0.05 -0.11 -0.23 -0.172
N 2.18293 -0.07083 -0.72820 -0.32 0.03 0.62 -0.024
H 1.49348 0.77984 3.27217 -0.15 0.04 0.11 0.069
H 1.85551 -0.76675 3.08455 -0.07 -0.15 0.07 0.089
H 3.74984 0.70630 3.23629 -0.06 0.08 0.14 0.139
H 3.29080 1.35173 1.67701 -0.03 0.03 -0.07 0.106
H 3.27656 -1.57189 1.56744 0.10 -0.01 0.08 0.094
H 4.79088 -1.05648 2.26903 0.01 0.02 0.05 0.137
H 5.41645 -0.95105 0.04928 -0.02 -0.02 -0.07 0.143
H 4.72887 0.64973 0.13489 0.07 -0.08 0.02 0.126
H 3.28797 -1.89292 -0.75673 -0.06 0.03 -0.01 0.087
H 3.91096 -0.62780 -1.80929 -0.09 0.03 -0.08 0.143
H 1.70353 -0.27291 -1.60467 -0.03 0.00 -0.11 0.062
H 2.44598 0.91006 -0.82700 0.01 0.13 -0.07 0.043
```
Forces are in eV/Å.

## Properties
Total charge = +4
Lowest unoccupied orbital energy = -12.7 eV
Orbital gap = 6.51 eV
HOMO level = -19.2 eV

---

# 2
A structure of composition C15H35N3O5Pt in a non-equilibrium geometry. Source: the OMol25 dataset; level of theory: wB97M-V/def2-TZVPD.

```
59
Properties=species:S:1:pos:R:3:forces:R:3:lowdin_charge:R:1
Pt 0.02304 -0.25155 0.31359 -1.76 -1.52 0.38 1.242
C -3.16614 0.00039 2.63931 -0.44 -0.74 0.40 -0.071
C -2.74940 0.89459 1.47610 0.33 0.37 0.64 -0.577
C -2.06866 2.17710 2.01807 0.05 0.33 0.03 -0.060
O -1.96161 0.18808 0.59376 0.37 -0.01 -0.73 -0.390
H -3.66836 -0.91004 2.29305 0.10 0.14 -0.26 0.074
H -3.86249 0.43409 3.36865 0.19 0.36 -0.17 0.075
H -2.28822 -0.35885 3.18868 0.02 0.22 -0.10 0.049
H -3.65489 1.22670 0.93922 0.03 -0.17 0.01 0.123
H -1.19076 2.45322 1.42634 -0.03 -0.29 -0.07 0.052
H -1.73871 2.07067 3.05804 -0.02 -0.07 -0.08 0.047
H -2.72833 3.05009 1.97572 -0.13 -0.14 0.12 0.069
C 1.89206 -3.35491 -1.63139 -0.01 -0.16 -0.61 -0.070
C 1.27405 -3.13056 -0.25788 -0.86 -0.02 0.40 -0.629
C 1.92947 -4.02922 0.79306 0.30 -0.23 -0.33 -0.074
O 1.36888 -1.80841 0.10110 0.96 0.87 0.42 -0.398
H 2.98466 -3.39938 -1.59872 -0.02 0.19 0.15 0.076
H 1.60273 -2.51918 -2.27427 0.07 -0.02 0.03 0.042
H 1.56364 -4.27861 -2.12618 -0.07 -0.01 0.21 0.072
H 0.20337 -3.43715 -0.28926 0.12 -0.03 -0.24 0.121
H 1.36587 -4.05287 1.72458 -0.03 0.08 0.00 0.066
H 2.94337 -3.67252 0.99563 -0.08 0.09 0.03 0.075
H 2.02398 -5.05010 0.40221 -0.11 -0.01 0.14 0.069
C 0.32619 -0.01532 3.65690 -0.84 -0.17 0.10 -0.325
O 0.58553 0.14556 2.48372 0.85 0.33 0.11 -0.081
N 0.56341 0.89563 4.61344 0.37 0.41 0.15 -0.180
C -0.22536 0.87256 5.82398 -0.06 -0.98 0.32 -0.060
C 1.11746 2.18180 4.22357 -0.44 0.28 -0.80 -0.036
H -0.21797 -0.89798 4.02842 0.21 -0.10 -0.04 0.146
H -1.22608 1.28642 5.67630 0.17 0.45 0.15 0.091
H 0.33503 1.32727 6.63658 -0.20 0.36 -0.03 0.088
H -0.39054 -0.16119 6.14609 0.09 0.01 -0.20 0.090
H 1.47112 2.73233 5.08849 0.03 -0.09 0.12 0.086
H 1.90956 2.07578 3.48529 0.14 -0.31 0.21 0.094
H 0.35028 2.76844 3.69543 0.06 0.06 0.30 0.085
C 1.85506 1.80145 -1.63020 -0.34 -0.42 -0.59 -0.314
O 1.49489 1.33783 -0.56751 0.86 0.49 0.32 -0.088
N 1.25862 2.83863 -2.23874 0.58 0.24 -0.01 -0.188
C 1.67868 3.30681 -3.54451 -0.32 0.51 0.46 -0.051
C 0.22869 3.58008 -1.57094 -0.67 0.68 -0.21 -0.037
H 2.65561 1.35757 -2.24104 0.10 -0.06 0.11 0.144
H 2.00951 4.34982 -3.48535 0.15 -0.09 0.06 0.088
H 0.81285 3.31914 -4.21201 0.19 -0.32 -0.21 0.090
H 2.49949 2.69576 -3.90484 -0.10 -0.10 -0.23 0.084
H -0.71112 3.47414 -2.12325 -0.06 -0.10 0.23 0.101
H 0.10345 3.26756 -0.54221 0.00 -0.36 -0.02 0.075
H 0.45216 4.65377 -1.55435 0.21 -0.10 -0.11 0.093
C -1.14412 -1.48552 -2.50563 -0.05 -0.23 0.36 -0.311
O -0.66299 -0.59486 -1.83560 0.33 0.58 -0.63 -0.082
N -0.91821 -1.63082 -3.81957 0.10 -0.68 -0.60 -0.172
C 0.19894 -0.93081 -4.44403 -0.28 -0.06 -0.18 -0.031
C -1.41776 -2.81458 -4.49886 -0.34 -0.24 0.03 -0.059
H -1.78630 -2.25696 -2.06033 -0.17 0.07 -0.06 0.151
H 0.22413 -1.15950 -5.50863 -0.27 -0.01 -0.01 0.087
H 1.15132 -1.28580 -4.04371 -0.02 0.32 0.24 0.085
H 0.05393 0.14140 -4.33345 0.32 0.02 0.18 0.085
H -2.21460 -3.28079 -3.91764 0.13 0.09 0.18 0.085
H -1.87943 -2.56944 -5.45711 0.25 0.16 -0.05 0.088
H -0.63899 -3.56777 -4.64813 0.06 0.11 -0.05 0.093
```
Forces are in eV/Å.

## Properties
Lowest unoccupied orbital energy (alpha / beta) = 0.6 / 0.6 eV
Orbital gap (alpha / beta) = 7.13 / 7.33 eV
Spin multiplicity = 3
HOMO level (alpha / beta) = -6.5 / -6.7 eV
Energy above the lowest of the compared OMol25 structures with the same formula, charge and spin = 0.0 kJ/mol

---

# 3
An isolated molecule of C22H11BrCl2O2 in a non-equilibrium geometry. Source: the OMol25 dataset; level of theory: wB97M-V/def2-TZVPD.

```
38
Properties=species:S:1:pos:R:3:forces:R:3:lowdin_charge:R:1
O 1.71469 1.98479 -2.23866 -2.32 -3.52 0.95 0.029
C 1.07557 0.93336 -1.86773 2.89 3.93 -1.02 -0.262
C -0.33721 1.18971 -1.36396 1.11 -0.53 1.04 0.047
C -0.71197 1.17406 -0.06552 0.50 0.04 0.23 -0.157
C 0.10243 0.81893 1.14255 0.93 -1.89 -0.82 -0.117
C 1.41493 1.20940 1.27438 -0.53 2.11 -0.48 -0.010
C 2.26740 0.74493 2.27171 0.86 1.26 -2.19 -0.082
C 1.94607 -0.31694 2.95962 -4.80 -3.50 1.38 -0.083
C 0.56221 -0.85124 2.86716 0.46 1.08 -1.00 -0.498
Cl 0.12760 -2.21222 3.85882 0.48 0.50 -0.22 0.723
C -0.37206 -0.26822 1.94177 0.80 0.60 0.98 -0.095
C -1.82000 -0.64094 1.79900 -0.94 -2.81 0.81 -0.239
O -2.22184 -1.66650 2.37715 0.09 2.15 -1.30 0.025
C -2.77339 0.21573 0.94597 3.64 1.49 0.35 -0.068
C -4.12375 0.13980 0.97134 -1.67 -0.13 1.12 -0.022
C -4.88541 1.18146 0.47761 1.32 1.08 -1.40 -0.060
C -4.35605 2.30281 -0.17010 2.03 -0.98 -0.61 -0.074
C -2.96666 2.27965 -0.39143 0.66 0.49 1.82 -0.500
Cl -2.27157 3.78848 -1.10674 -0.38 -1.29 0.32 0.644
C -2.12534 1.31286 0.26466 -2.69 0.13 -1.75 -0.116
C 1.82847 -0.38065 -1.91179 -1.89 -0.70 1.13 -0.145
C 3.00220 -0.51974 -2.69009 0.09 0.20 0.83 0.008
C 3.71937 -1.71270 -2.56515 -2.63 0.22 0.15 -0.111
C 3.13745 -2.85056 -1.99227 0.45 0.24 0.28 -0.667
Br 4.05657 -4.52762 -2.27274 -0.54 0.65 0.31 0.715
C 1.98324 -2.74371 -1.28012 -4.01 0.83 1.79 -0.104
C 1.28286 -1.45942 -1.13208 3.23 -0.55 -2.96 0.035
H -1.02983 1.53688 -2.12046 -0.04 -0.22 -0.02 0.111
H 1.69764 2.04197 0.63264 0.36 -0.23 0.06 0.128
H 3.29330 1.01627 2.36016 0.52 0.90 -0.23 0.115
H 2.62590 -0.82675 3.57697 0.63 -0.52 0.89 0.093
H -4.67718 -0.63518 1.51713 0.64 0.06 -0.32 0.136
H -5.90458 1.09914 0.43986 -2.52 -0.27 0.44 0.079
H -4.84283 3.13586 -0.67026 -0.66 -0.38 0.51 0.102
H 3.31645 0.34940 -3.31387 -0.05 -0.91 0.73 0.135
H 4.59874 -1.94654 -3.02345 2.39 0.24 -1.52 0.054
H 1.34196 -3.56656 -0.84166 1.55 0.52 -0.59 0.127
H 0.32463 -1.33003 -0.66044 0.02 -0.29 0.32 0.099
```
Forces are in eV/Å.

## Properties
Lowest unoccupied orbital energy = -0.9 eV
Orbital gap = 8.20 eV
HOMO level = -9.1 eV

---

# 4
A cluster of 2 separate species, C3H4ClNS in total in a non-equilibrium geometry. Source: the OMol25 dataset; level of theory: wB97M-V/def2-TZVPD.

```
10
Properties=species:S:1:pos:R:3:forces:R:3:lowdin_charge:R:1
C 2.10383 0.91241 -0.36454 0.14 -0.20 -0.51 -0.362
C -1.74822 -0.16377 0.44532 3.24 -2.44 -0.43 -0.311
C 0.81624 0.33794 -0.33871 -0.39 -3.23 -0.86 -0.670
N 3.17408 1.26680 -0.55958 0.52 0.51 0.15 0.202
S -0.25428 0.78581 0.85522 -0.59 0.13 0.80 0.945
Cl 1.54256 -1.92814 0.13197 -0.48 1.37 -0.23 0.014
H -1.71311 -1.25435 0.72081 0.54 1.09 -0.38 0.084
H -1.88205 -0.01542 -0.58150 -0.51 -0.08 -1.54 0.027
H -2.49912 0.23865 0.96661 -2.88 1.82 1.96 -0.014
H 0.46009 -0.17993 -1.27561 0.41 1.02 1.04 0.086
```
Forces are in eV/Å.

## Properties
Lowest unoccupied orbital energy (alpha / beta) = -1.9 / -1.9 eV
Orbital gap (alpha / beta) = 7.87 / 7.87 eV
HOMO level (alpha / beta) = -9.7 / -9.7 eV
Energy above the lowest of the compared OMol25 structures with the same formula, charge and spin = 163.6 kJ/mol

---

# 5
A structure of composition ClF2O4Sr3 in a non-equilibrium geometry. Source: the OMol25 dataset; level of theory: wB97M-V/def2-TZVPD.

```
10
Properties=species:S:1:pos:R:3:forces:R:3:lowdin_charge:R:1
Sr -3.12046 2.08528 -0.30254 0.99 -0.27 0.24 1.886
Sr -1.76079 -2.37925 -1.68422 -0.28 -0.49 1.43 1.799
Sr -0.43095 -1.13208 1.68680 0.84 0.46 -0.25 1.713
F -1.88391 -0.02281 -0.05445 -1.08 0.25 -0.60 -0.809
F -2.09125 -2.78226 0.72266 1.41 1.14 -1.58 -0.768
Cl 1.91512 0.87657 -0.07809 0.07 -0.37 -1.34 0.671
O 0.50488 1.16623 0.28871 -1.61 0.00 0.34 -0.542
O 2.70254 2.00343 0.20234 0.22 -0.45 0.75 -0.215
O 2.17218 -0.34836 0.68472 0.01 -0.25 0.89 -0.428
O 1.99262 0.53326 -1.46592 -0.56 0.00 0.12 -0.308
```
Forces are in eV/Å.

## Properties
Total charge = +3
Lowest unoccupied orbital energy = -12.3 eV
Orbital gap = 6.12 eV
HOMO level = -18.5 eV
Energy above the lowest of the compared OMol25 structures with the same formula, charge and spin = 0.0 kJ/mol

---

| no. | calculated total energy (eV) |
| --- | --- |
| 1 | -61846.117 |
| 2 | -34073.212 |
| 3 | -122172.414 |
| 4 | -28021.407 |
| 5 | -28623.296 |